Record 1
{"formula": "C28H61ClN5O6P2S2", "method": "ωB97M-V/def2-TZVPD", "mol_weight_g_mol": 725.36, "homo_energy_ev": -10.292, "homo_lumo_gap_ev": 6.119, "charge": 1, "symbols": ["H", "H", "H", "C", "H", "C", "H", "H", "O", "Cl", "H", "H", "H", "H", "C", "H", "C", "H", "O", "H", "C", "C", "H", "S", "N", "S", "H", "O", "H", "C", "C", "H", "H", "H", "H", "N", "O", "H", "C", "C", "H", "O", "H", "H", "C", "H", "H", "H", "N", "C", "H", "H", "H", "N", "P", "C", "H", "P", "H", "H", "H", "H", "C", "H", "C", "H", "C", "C", "O", "H", "C", "H", "H", "H", "H", "C", "H", "C", "C", "H", "H", "C", "H", "N", "H", "H", "H", "C", "H", "H", "H", "C", "H", "C", "H", "C", "H", "H", "H", "C", "H", "H", "H", "H", "C"], "coordinates": [[2.6804, -7.4996, 2.4573], [-5.6952, -2.1286, -1.1205], [4.1008, 7.3575, -3.5806], [3.1027, 4.7961, -1.6572], [0.2613, -1.3059, -2.8187], [-5.9470, -0.0456, -1.4280], [-8.1600, 0.3769, -0.0085], [3.7719, -5.3997, 1.5405], [2.9838, 8.6319, -1.5309], [8.5686, -1.6312, -1.1461], [4.9745, 8.3824, -1.5521], [-2.8703, -1.4265, 0.7869], [-1.1525, -0.4158, -3.2967], [5.1319, 6.2776, -2.6592], [-6.0401, -1.2762, -0.5306], [1.9284, 0.7631, 0.0224], [3.7150, -6.3679, 3.9720], [-1.9959, -5.5207, 1.0547], [0.7014, 4.7001, -1.3441], [1.6466, -6.4030, 3.4332], [0.2157, -1.4400, 0.1326], [2.3979, -4.0496, 2.4641], [1.2061, 8.9726, -0.6045], [-2.6922, -2.8973, -1.5109], [3.1137, 5.7464, -2.7609], [6.9951, -2.8579, -0.6568], [-6.4658, -0.2527, -2.3684], [-5.1868, -1.2306, 0.6074], [-0.6605, -5.1053, -0.0169], [-0.1912, 4.9089, -2.4272], [-0.9067, -5.4983, 0.9748], [4.3390, 0.7547, -0.1292], [4.1454, 7.2444, -0.5153], [1.1732, 7.6431, -1.7549], [-0.1906, 1.5554, 0.7607], [1.5679, -3.1479, 1.6152], [6.4154, -3.4400, -1.8204], [4.0411, -5.3307, 4.1081], [2.7094, -5.4217, 1.8063], [3.9019, -0.2259, 0.0914], [-1.6518, 1.8461, -0.1569], [-7.7231, 2.4237, 1.5152], [-0.1376, 2.1455, -0.9695], [3.3922, -6.7328, 4.9508], [1.6197, -1.2991, 0.3482], [5.1453, -0.8931, -1.6151], [4.0353, -2.1257, -0.9632], [-7.9248, 3.4004, -0.3246], [-6.4278, 1.2278, -0.8961], [-0.4853, -2.4740, 0.6703], [1.9607, 7.4332, -0.1588], [-0.0369, -7.1531, 2.1427], [-5.9167, 1.4328, -0.0479], [2.2640, -2.1421, 1.1030], [-2.3018, -2.6546, 0.3899], [5.8429, -1.7729, 0.1911], [-5.2791, -0.9886, 2.6311], [-0.7598, -0.2450, -0.9075], [0.4725, -7.0482, 0.4022], [-6.9929, 4.3691, 1.4937], [-8.4170, 1.2352, -1.5402], [4.0098, -0.3956, 1.1671], [-6.6906, 3.3565, 1.7734], [-5.7688, 3.0907, 1.2431], [-0.3392, -6.9237, 1.1225], [3.1313, 5.3066, -0.6856], [-7.8576, 1.2502, -0.6010], [1.7801, 8.1269, -0.9841], [7.4879, -3.8041, 0.2892], [2.2850, -0.2466, -1.3607], [-8.2385, 2.4868, 0.1876], [-1.1197, -7.6133, 0.7896], [0.3981, 0.4793, -2.9649], [0.2301, 5.5979, -3.1646], [-5.4371, 0.5072, 1.7206], [-0.2559, -0.3486, -2.6781], [-9.3278, 2.5156, 0.2773], [2.4193, -0.1722, -0.2714], [4.6871, -1.2870, -0.7027], [-7.0679, -1.5103, -0.2338], [3.9842, 4.1512, -1.7309], [-0.6255, 1.4764, -0.2395], [1.8775, -4.2093, 3.4148], [-0.4006, -4.4987, 1.9792], [-6.4880, 3.3367, 2.8434], [1.7360, 3.4316, -2.6473], [-6.8043, -0.6446, 1.7997], [1.8530, 3.9383, -1.6835], [0.0415, -4.9181, 2.7871], [-4.8910, 0.0985, -1.6764], [3.3396, -3.5572, 2.6936], [-5.7195, -0.5482, 1.7345], [2.2156, 6.2095, -2.8031], [4.1546, 6.7700, -2.6611], [2.0774, -5.6376, 0.9462], [2.6056, -6.5060, 2.9071], [6.4233, -0.9160, 0.5480], [-1.1002, 5.3523, -2.0244], [1.9494, 3.1644, -0.9122], [0.2768, -3.4178, 1.4639], [5.4445, -2.3082, 1.0570], [-0.4488, 3.9638, -2.9160], [-2.8214, -3.7172, 1.1482], [4.5946, -6.9535, 3.6888], [4.0874, 7.7468, -1.4885]], "lowdin_charge": [0.115, 0.094, 0.121, -0.215, 0.046, -0.196, 0.106, 0.120, -0.172, 0.393, 0.123, -0.018, 0.035, 0.118, -0.225, 0.100, -0.089, 0.087, -0.203, 0.083, -0.281, -0.089, 0.090, 0.161, -0.049, 0.324, 0.122, -0.256, 0.110, -0.105, -0.219, 0.123, 0.111, 0.070, 0.050, -0.014, -0.318, 0.069, -0.155, -0.193, 0.033, -0.194, 0.017, 0.080, -0.215, 0.123, 0.111, 0.123, -0.051, -0.284, 0.088, 0.068, 0.063, 0.192, 0.429, -0.285, 0.086, 0.892, 0.076, 0.090, 0.126, 0.111, -0.116, 0.073, -0.057, 0.107, -0.211, -0.099, -0.343, 0.127, -0.211, 0.089, 0.034, 0.082, 0.072, -0.265, 0.124, -0.129, -0.217, 0.115, 0.122, -0.259, 0.126, 0.056, 0.089, 0.123, 0.094, -0.236, 0.114, 0.112, 0.123, -0.089, 0.068, -0.193, 0.095, -0.260, 0.098, 0.093, 0.098, -0.227, 0.099, 0.082, -0.009, 0.083, -0.226]}


Record 2
{"formula": "C28H62BrF3MgNO9PSSi", "method": "ωB97M-V/def2-TZVPD", "mol_weight_g_mol": 809.13, "homo_energy_ev": -6.701, "homo_lumo_gap_ev": 1.766, "symbols": ["H", "Si", "C", "C", "C", "C", "H", "H", "H", "H", "C", "H", "C", "H", "C", "C", "H", "H", "H", "H", "H", "H", "O", "N", "H", "H", "H", "H", "C", "F", "O", "H", "F", "H", "H", "H", "H", "H", "H", "H", "H", "H", "C", "H", "C", "H", "C", "O", "C", "H", "H", "H", "C", "C", "C", "H", "H", "H", "O", "H", "H", "O", "H", "C", "Br", "H", "H", "C", "H", "H", "C", "C", "H", "H", "H", "H", "H", "H", "P", "C", "O", "C", "H", "H", "C", "C", "H", "C", "Mg", "H", "O", "H", "S", "H", "C", "H", "O", "H", "O", "C", "H", "H", "H", "C", "H", "F", "H", "H"], "coordinates": [[-3.0794, -1.0371, 1.0030], [-3.2027, -3.8502, 2.3932], [-5.1866, 2.2796, 1.6544], [4.4447, 5.3437, -4.0748], [-4.8762, -2.2808, 0.6000], [-2.5019, -4.9279, -1.2436], [6.0288, -1.6129, -0.8548], [-2.4467, -6.1802, 0.4744], [6.0491, -2.3901, 0.7056], [4.3041, 7.3714, -3.3553], [7.9184, -1.5155, 0.1516], [-4.8850, -3.0516, -0.1700], [-3.4591, 3.6503, 0.3627], [4.3610, -0.5629, -1.4223], [1.1736, 2.2861, -1.2937], [-1.9677, 3.7577, -0.0440], [-1.6578, 1.6704, 0.3518], [2.1201, 4.9204, -5.1542], [6.6011, 0.1411, 1.5211], [7.8358, -1.7058, 2.3599], [1.9090, 7.1694, -3.8641], [-1.8657, -2.8581, -1.6436], [-3.3686, -5.3951, 5.2342], [-5.3552, -5.7516, 3.6130], [0.6137, 1.9509, 0.8246], [-6.1631, 0.3409, 1.6459], [-3.7214, 0.9360, -0.0792], [-5.7150, -5.6683, 4.5608], [8.5672, -1.6338, 1.5562], [-0.6212, -1.7304, 1.6043], [-3.1410, -6.9864, 3.0947], [9.2272, -2.5010, 1.5806], [0.3630, -1.4687, 3.4438], [0.8912, 0.1275, -1.3505], [2.5703, -0.5423, -0.0696], [-5.7757, 2.7093, 0.8395], [2.0033, 2.9972, -1.2644], [9.2147, -0.7702, 1.7209], [-5.7282, 2.5022, 2.5791], [-3.6664, -3.6537, -2.2200], [-4.9351, -2.1758, 2.7719], [1.4078, 4.1423, -3.7289], [-5.1360, 0.7529, 1.5073], [-0.7131, -3.7852, -0.6312], [-3.8798, -1.1454, 0.2652], [-3.9441, -5.2932, 0.3848], [4.2132, 0.4367, -1.0110], [-3.6777, -4.5868, -1.9792], [-4.5383, 0.2614, 0.1707], [2.1100, 0.7656, -2.4508], [4.2378, 1.1125, -1.8732], [-0.8698, -4.1245, -2.3283], [-0.7904, -1.4202, 2.8554], [-1.4374, -3.8465, -1.4394], [1.6999, 0.8570, -1.4405], [-4.5114, 0.3635, 2.3273], [2.5624, 8.7899, -4.2435], [6.1617, 1.2324, -0.5581], [-2.2604, -4.2414, 1.1304], [-2.7252, -7.4342, 3.8545], [5.2874, 5.0831, -3.4261], [3.4628, 7.2230, -5.2513], [8.2982, -0.6337, -0.3729], [2.3175, 7.8046, -4.6544], [-0.2301, -5.5953, 4.2143], [-2.0902, -5.8559, -1.6715], [-1.4048, 2.1542, -1.3388], [2.7824, 0.4722, -0.4151], [-4.0172, 3.1843, -0.4544], [-3.0271, 2.2963, 2.0969], [-4.7855, -2.9445, 1.9997], [2.3331, 4.2988, -4.2809], [4.9310, 1.6694, 0.6224], [-3.8085, 4.6843, 0.4290], [-0.6495, -7.3723, -1.3427], [5.4188, 7.1330, -4.7100], [0.4806, 3.5915, 0.2492], [-3.8785, -4.6169, 5.5134], [-3.8043, -5.6291, 3.6616], [5.7941, -0.2734, 0.9065], [-0.9656, -3.5769, 4.3751], [-1.2185, 2.4302, -0.2976], [2.7596, 1.0890, 0.4894], [4.5719, 4.8112, -5.0218], [-2.8591, -5.1991, 0.2228], [5.2916, 0.8536, -0.0104], [-3.9128, 3.7883, 2.4491], [0.3072, 2.5485, -0.0345], [-7.0085, -0.8387, 2.6959], [-1.9354, 4.3023, -0.9925], [-0.0488, -6.6632, -1.5875], [8.2508, -2.3772, -0.4329], [-1.9071, -2.6178, 3.7394], [-1.4722, 4.3621, 0.7215], [4.4467, 6.8397, -4.3008], [-5.5949, -3.6783, 2.0519], [3.2621, 4.9200, -3.4100], [5.0329, -0.6165, 1.6124], [-2.6748, -1.9313, 4.7280], [-3.7939, 2.9798, 1.7261], [0.5470, 2.4885, -2.1670], [-3.4670, -1.3308, -0.7273], [1.5627, 7.9292, -5.4296], [6.3866, -1.4956, 0.1701], [2.7154, 3.3249, -4.6060], [-1.2830, -0.2194, 2.9509], [-5.3078, 0.2925, -0.6041], [-5.8809, -1.8289, 0.5597]], "lowdin_charge": [0.091, 0.494, -0.199, -0.204, -0.237, -0.379, 0.095, 0.122, 0.109, 0.126, -0.260, 0.096, -0.209, 0.100, -0.207, -0.204, 0.078, 0.086, 0.100, 0.067, 0.083, 0.069, -0.235, -0.185, 0.100, -0.138, 0.083, -0.008, -0.110, 0.184, -0.191, 0.062, 0.195, 0.105, 0.103, 0.114, 0.109, 0.065, 0.100, 0.074, -0.017, 0.074, -0.302, 0.079, -0.173, 0.125, -0.203, -0.042, -0.175, 0.104, 0.104, 0.085, -0.781, -0.035, -0.203, 0.104, 0.088, 0.108, -0.244, 0.069, 0.125, -0.189, 0.101, -0.112, 0.594, 0.112, 0.108, -0.202, 0.100, 0.101, -0.313, -0.110, 0.106, 0.107, -0.087, 0.125, 0.098, 0.072, 0.420, -0.206, -0.704, -0.200, 0.101, 0.127, -0.156, -0.208, 0.104, -0.182, 0.605, 0.111, -0.274, 0.096, 0.713, 0.107, -0.205, 0.063, -0.196, 0.107, -0.295, -0.175, 0.094, 0.101, 0.088, -0.223, 0.091, 0.176, 0.125, 0.053]}